Record 1
The following is a DFT calculation (ωB97M-V with the def2-TZVPD basis set) of a molecular structure, C18H24Cl3GeN7RuS at a distorted geometry.

Output
- frontier orbital gap (eV) = 6.5
- charge = +2

```
55
C18H24Cl3GeN7RuS, DFT ωB97M-V with the def2-TZVPD basis set
Ru 0.95296 -0.29433 0.36516
N -2.86607 -1.14105 2.11676
C -1.80657 -0.51434 1.61694
S -0.23847 -0.74171 2.42692
N -1.88548 0.26381 0.58081
N -0.67512 0.89524 0.41133
C -0.61734 2.19275 0.41195
C -1.77751 3.07026 0.60480
C -1.68079 4.07530 1.57147
C -2.76086 4.90839 1.80904
C -3.92176 4.76697 1.06091
C -4.01237 3.78120 0.08652
C -2.95114 2.92046 -0.13378
C 0.73554 2.71409 0.19832
C 1.00247 4.03899 -0.07754
C 2.30826 4.42234 -0.35109
C 3.29203 3.45586 -0.34870
C 2.94805 2.13854 -0.09408
N 1.69560 1.75910 0.18046
H -2.77968 -1.75742 2.90547
H -3.78900 -0.88109 1.80415
H -0.77627 4.18599 2.15899
H -2.69487 5.67042 2.57389
H -4.75981 5.42942 1.23768
H -4.91547 3.68044 -0.50051
H -3.02472 2.14575 -0.88343
H 0.18962 4.74997 -0.08855
H 2.54335 5.45539 -0.57227
H 4.32562 3.69386 -0.56118
H 3.70382 1.37241 -0.13712
C -0.66269 -1.37656 -1.83222
N 0.13983 -2.58713 -1.88546
C 0.67071 -2.94985 -3.20789
C 0.64807 -3.09733 -0.74136
N 0.80531 -2.31911 0.33097
N 0.96752 -4.39254 -0.68140
C 1.84487 -4.88924 0.37789
C 0.28303 -5.41590 -1.48102
H -1.11192 -1.20984 -2.81002
H -0.04901 -0.46564 -1.66781
H -1.46136 -1.45185 -1.09820
H 1.20125 -2.09429 -3.62658
H -0.13728 -3.23489 -3.87965
H 1.37478 -3.77002 -3.12486
H 0.78746 -2.83102 1.20053
H 1.30780 -5.04917 1.31823
H 2.67017 -4.19922 0.53639
H 2.25133 -5.84609 0.06041
H -0.52718 -4.97430 -2.05158
H -0.13785 -6.16267 -0.80777
H 0.97862 -5.91228 -2.15763
Cl 3.34630 1.15026 3.18985
Ge 2.62036 -0.42273 2.01973
Cl 3.55237 -2.17485 2.66194
Cl 2.87347 -0.78075 -1.01582
```

=====

Record 2
The following is a DFT calculation (ωB97M-V with the def2-TZVPD basis set) of a molecular structure, C25H27BrFeIN6O4PS3 at a distorted geometry.

Output
- frontier orbital gap (spin up / spin down) (eV) = 8.5 / 6.2
- charge = +1
- 2S+1 = 6

```
69
C25H27BrFeIN6O4PS3, DFT ωB97M-V with the def2-TZVPD basis set
Fe 0.70745 0.51742 1.19311
C -3.68860 3.15069 3.62494
N -2.26601 2.81936 3.30916
C -1.16805 3.29858 3.90144
C -0.10211 2.69878 3.32227
N -0.53313 1.77804 2.43864
C -1.86103 1.89626 2.40240
P -2.99564 0.93877 1.35481
C -2.25007 -0.71170 1.71983
N -0.98886 -0.97041 1.56483
C -0.78807 -2.21315 2.11827
C -1.98269 -2.74257 2.55249
N -2.92335 -1.78799 2.22986
C -4.29236 -1.86186 2.62183
C -2.06062 1.36644 -0.18562
N -0.73261 1.31803 -0.34208
C -0.46716 1.68240 -1.59076
C -1.63434 1.88559 -2.28429
N -2.65295 1.67234 -1.37449
C -4.07566 1.65412 -1.65552
H -3.72009 4.07960 4.18029
H -4.09824 2.41418 4.23167
H -4.18605 3.27716 2.64936
H -1.15951 4.05668 4.65015
H 0.96467 2.85324 3.47192
H 0.18483 -2.69062 2.10685
H -2.22020 -3.69742 3.01805
H -4.77303 -2.55832 1.98770
H -4.78597 -0.92574 2.54987
H -4.34445 -2.26526 3.59549
H 0.55069 1.68402 -1.87676
H -1.84297 2.11232 -3.30632
H -4.51141 2.64240 -1.65518
H -4.51780 1.02904 -0.89678
H -4.23252 1.13266 -2.57420
Br 7.43235 3.07482 -1.94525
C 5.95897 2.08716 -2.70473
C 6.33450 1.29857 -3.78395
C 5.45586 0.47207 -4.47599
C 4.13173 0.51396 -4.14123
C 3.71989 1.32735 -3.12193
C 4.60296 2.09848 -2.36973
I 3.97574 3.41264 -0.88361
H 7.37024 1.20568 -4.00188
H 5.88684 -0.21573 -5.15598
H 3.41417 -0.11984 -4.61004
H 2.69006 1.39691 -2.84304
O 1.71769 -0.76312 2.46713
S 2.58132 0.24793 3.11693
O 2.31324 1.52541 2.40269
O 2.43291 0.36960 4.53674
S 4.49515 -0.32952 2.96347
C 3.01444 -2.35948 -1.68974
S 1.91016 -2.07449 -0.34939
O 1.84137 -0.52708 -0.34811
C 0.37263 -2.60708 -1.01500
C -0.32800 -1.87134 -1.95099
C -1.56125 -2.40885 -2.38681
C -2.05715 -3.58478 -1.82819
C -1.36644 -4.25152 -0.86806
C -0.13093 -3.76932 -0.46171
H 2.56292 -1.92231 -2.57314
H 3.08039 -3.44125 -1.87033
H 3.97887 -1.98373 -1.39401
H 0.02845 -0.90614 -2.32029
H -2.11830 -1.94029 -3.15780
H -2.97976 -4.02025 -2.15255
H -1.75731 -5.15532 -0.41172
H 0.44427 -4.31219 0.27496
```

=====

Record 3
The following is a DFT calculation (ωB97M-V with the def2-TZVPD basis set) of a molecular structure, C8H21NNb at a distorted geometry.

Output
- frontier orbital gap (eV) = 7.2
- charge = -1

```
31
C8H21NNb, DFT ωB97M-V with the def2-TZVPD basis set
C 2.56489 0.81928 1.08725
C 2.88722 2.29304 1.01394
C 1.72470 3.17958 0.59650
C 0.41698 2.89978 1.33611
Nb -1.04558 1.55283 0.38911
H 2.05336 0.45104 0.19819
H 3.46973 0.22361 1.19550
H 1.90626 0.57717 1.91498
H 3.26617 2.65590 1.97170
H 3.69920 2.43320 0.29888
H 2.02642 4.21455 0.77463
H 1.59416 3.10328 -0.48810
H 0.65781 2.69468 2.37752
H -0.22995 3.79206 1.31745
H -0.34835 0.48824 1.76981
H -0.49336 0.82856 -1.20555
H -1.94978 2.70078 -0.86082
H -2.69600 1.80809 1.18766
H -1.87914 -0.10899 0.33120
C -1.63594 -2.87733 -2.64586
C -1.82550 -3.77641 -1.43167
C -1.65723 -3.00636 -0.11745
C -0.32254 -2.43409 0.01271
N 0.71561 -1.95063 0.04005
H -0.63505 -2.44553 -2.65256
H -1.77700 -3.43262 -3.57429
H -2.34718 -2.05043 -2.63321
H -1.11175 -4.60314 -1.45548
H -2.82392 -4.21936 -1.43462
H -1.84629 -3.64207 0.74878
H -2.35792 -2.16873 -0.06236
```

=====

Record 4
The following is a DFT calculation (ωB97M-V with the def2-TZVPD basis set) of 2 unconnected molecules or ions with the total composition C6H13Br2 at a distorted geometry.

Output
- frontier orbital gap (spin up / spin down) (eV) = 8.4 / 10.0
- charge = 0
- 2S+1 = 2

```
21
C6H13Br2, DFT ωB97M-V with the def2-TZVPD basis set
H -2.22351 3.29931 2.03745
Br -3.63157 3.13720 2.37420
H -0.72714 0.60092 -1.10876
C -0.48344 -0.14546 -0.37225
C 0.86963 -0.66737 -0.33071
C 1.89217 0.19153 -1.10242
C 3.33021 -0.27048 -0.89529
C -1.58033 -0.92184 0.18849
H -1.18945 -1.79076 0.74181
C -2.41614 -0.03601 1.10617
Br -2.66803 -1.72536 -1.24392
H 1.16172 -0.73285 0.73347
H 0.93970 -1.71649 -0.67121
H 1.62778 0.14272 -2.16481
H 1.77630 1.22939 -0.76832
H 4.03513 0.35971 -1.45070
H 3.63147 -0.22450 0.15907
H 3.49771 -1.29978 -1.23558
H -1.78830 0.37054 1.90736
H -2.82398 0.78821 0.51529
H -3.22994 -0.58863 1.58065
```

=====

Record 5
The following is a DFT calculation (ωB97M-V with the def2-TZVPD basis set) of a molecular structure, C37H40FeGeN9O4.

Output
- frontier orbital gap (spin up / spin down) (eV) = 5.5 / 4.9
- charge = +2
- 2S+1 = 2

```
92
C37H40FeGeN9O4, DFT ωB97M-V with the def2-TZVPD basis set
Fe -0.52910 0.00873 -1.41583
O -0.05699 -2.31699 -1.68986
C 1.19351 -2.82445 -1.31422
C 2.20945 -1.71805 -1.21808
C 3.55156 -2.01158 -0.93184
C 4.46745 -0.99334 -0.83213
C 4.01551 0.31537 -0.99231
C 2.66466 0.53045 -1.24637
N 1.76753 -0.48025 -1.39546
H -0.11988 -2.15616 -2.64580
H 1.54581 -3.60309 -1.99641
H 1.08416 -3.28846 -0.32947
H 3.85562 -3.04233 -0.79926
H 5.51072 -1.19741 -0.63368
H 4.70132 1.14905 -0.94121
H 2.28770 1.51919 -1.47697
N 0.25815 3.14172 -0.84881
N -1.06608 3.57091 -0.65398
C -2.07683 2.88870 -1.28283
N -3.25640 3.51500 -1.26957
N -1.81063 1.72243 -1.82230
N -2.85197 1.08475 -2.57749
O -3.91558 1.69756 -2.87214
O -3.17558 -0.17167 -1.71527
H 0.82535 3.64164 -0.17681
H 0.56544 3.39346 -1.78758
H -1.19036 4.57518 -0.66771
H -3.34652 4.44983 -0.91449
H -4.01237 3.05569 -1.76926
C -6.08822 0.73548 1.86111
C -5.52633 -0.40407 1.05824
C -6.18479 -0.86802 -0.07667
C -5.71504 -1.95701 -0.79064
C -4.54630 -2.58504 -0.38932
N -4.00909 -3.71435 -1.08349
C -4.07758 -4.01931 -2.39133
O -3.97529 -5.10638 -2.88427
N -4.28631 -2.90609 -3.32793
C -3.65977 -1.76787 -3.46089
C -3.91016 -0.97819 -4.64020
C -3.13901 0.09816 -4.80033
C -2.06640 0.38439 -3.77517
N -1.47664 -0.73191 -3.15530
C -2.62243 -1.25862 -2.46494
C -3.87174 -2.13862 0.73683
C -4.36667 -1.06284 1.45466
H -6.56981 1.47132 1.21843
H -5.31392 1.23467 2.44197
H -6.84167 0.37042 2.56137
H -7.09661 -0.38184 -0.39977
H -6.27783 -2.32215 -1.63994
H -3.75782 -4.51691 -0.52104
H -4.80653 -3.23629 -4.13823
H -4.67949 -1.26829 -5.34466
H -3.26907 0.76566 -5.64086
H -1.34300 1.11953 -4.10967
H -2.35928 -2.04609 -1.76129
H -2.96620 -2.64333 1.05390
H -3.84580 -0.73400 2.34585
C 0.25225 0.15436 1.20556
Ge 2.14118 0.62599 1.28487
C 2.47774 2.48625 1.65608
C 1.77355 2.97980 2.75482
C 1.94777 4.29894 3.15640
C 2.80953 5.13034 2.45824
C 3.50531 4.64741 1.35647
C 3.34491 3.32766 0.95943
C 3.14448 -0.72706 2.16350
C 2.42768 -1.86521 2.47843
C 3.01493 -2.91981 3.20164
C 4.32833 -2.83510 3.56150
C 5.11152 -1.69911 3.23872
C 6.47523 -1.63165 3.61381
C 7.22611 -0.53225 3.31727
C 6.63782 0.55814 2.64321
C 5.32430 0.51603 2.26656
C 4.52241 -0.61664 2.53905
H -0.06318 0.04528 2.24463
H 0.06209 -0.79228 0.69306
H -0.34500 0.95576 0.75267
H 1.08979 2.34656 3.31004
H 1.40878 4.67315 4.01638
H 2.94672 6.15471 2.77680
H 4.17519 5.29786 0.81019
H 3.90711 2.96888 0.10775
H 1.39230 -1.96201 2.17741
H 2.42626 -3.78843 3.46262
H 4.79505 -3.64550 4.10805
H 6.91125 -2.46754 4.14589
H 8.26584 -0.48497 3.60963
H 7.23217 1.43749 2.43384
H 4.88375 1.37465 1.77619
```

=====

Record 6
The following is a DFT calculation (ωB97M-V with the def2-TZVPD basis set) of a single C22H23BrN2O4 molecule.

Output
- frontier orbital gap (eV) = 9.2
- charge = 0
- SMILES = CCOC(=O)C1CCN(C(=O)c2ccccc2NC(=O)c2ccc(Br)cc2)CC1

```
52
C22H23BrN2O4, DFT ωB97M-V with the def2-TZVPD basis set
C -3.45997 -3.18880 0.72199
C -2.45533 -2.37597 1.52451
H -2.23005 -2.88121 2.46887
H -2.82540 -1.36699 1.71961
O -1.23544 -2.18400 0.80236
C -0.35947 -3.19195 0.79893
O -0.52135 -4.23446 1.37400
C 0.88425 -2.83313 0.00067
C 1.66302 -1.74388 0.75213
H 1.00154 -0.89670 0.94924
H 2.01567 -2.13238 1.70852
C 2.85389 -1.26202 -0.08257
N 2.37618 -0.78166 -1.35991
C 1.97794 0.49815 -1.56482
O 1.15504 0.79306 -2.42370
C 2.60281 1.54257 -0.70175
C 3.98355 1.67788 -0.63058
C 4.55189 2.66362 0.15559
C 3.73693 3.51335 0.88636
C 2.36076 3.40596 0.81350
C 1.77983 2.43579 0.00257
N 0.39941 2.28977 -0.13388
C -0.58394 2.73924 0.69278
O -0.40445 3.43204 1.67334
C -1.95127 2.27619 0.29945
C -3.03247 3.09329 0.61916
C -4.32466 2.70350 0.32518
C -4.53205 1.47518 -0.28066
C -3.47291 0.63892 -0.59192
C -2.18312 1.04180 -0.30096
H -1.36931 0.36701 -0.51945
H -3.65587 -0.31778 -1.05574
Br -6.30675 0.90962 -0.67624
H -5.16152 3.34013 0.56733
H -2.84190 4.03808 1.10487
H 0.12793 1.78411 -0.97075
H 1.72601 4.06954 1.37623
H 4.17617 4.27619 1.51108
H 5.62538 2.76497 0.20042
H 4.60814 1.00926 -1.20547
C 1.73761 -1.82471 -2.13974
C 0.50690 -2.35497 -1.40593
H 0.06284 -3.17429 -1.97278
H -0.22917 -1.55346 -1.33149
H 1.44839 -1.39782 -3.10133
H 2.46552 -2.62461 -2.30096
H 3.38092 -0.46837 0.44609
H 3.54761 -2.08878 -0.26296
H 1.50084 -3.73498 -0.06728
H -3.63636 -2.72783 -0.24673
H -4.39952 -3.24098 1.26396
H -3.08470 -4.19748 0.56880
```

=====

Record 7
The following is a DFT calculation (ωB97M-V with the def2-TZVPD basis set) of a single C8H15N molecule at a distorted geometry.

Output
- frontier orbital gap (eV) = 9.8
- charge = 0
- SMILES = C=N[C@@H]1C[C@@]1(C)C(C)C

```
24
C8H15N, DFT ωB97M-V with the def2-TZVPD basis set
C 0.05972 -0.79902 -0.33823
C 0.94997 -0.18543 0.58198
C -1.44152 0.13103 0.08931
C 0.52305 -1.61127 0.82459
C 0.20155 -1.12129 -1.78469
C -1.90628 0.16379 1.53255
C -1.34052 1.51865 -0.51269
C 3.10016 0.86406 -0.18103
N 2.51519 -0.23780 -0.11677
H 0.91432 0.69605 1.21372
H -2.13664 -0.48276 -0.48986
H 1.26614 -2.37405 0.63492
H -0.14712 -1.85236 1.63790
H -0.57416 -1.82562 -2.08857
H 1.18168 -1.56786 -1.94539
H 0.13435 -0.22862 -2.40333
H -2.89797 0.61948 1.59327
H -1.23338 0.75066 2.15762
H -1.99287 -0.83657 1.95419
H -0.57949 2.11133 -0.00071
H -2.29181 2.04779 -0.42217
H -1.09932 1.48022 -1.57319
H 4.11946 0.92621 -0.56887
H 2.67546 1.81338 0.20542
```

=====

Record 8
The following is a DFT calculation (ωB97M-V with the def2-TZVPD basis set) of 4 unconnected molecules or ions with the total composition C2H15N2O3 at a distorted geometry.

Output
- frontier orbital gap (eV) = 10.8
- charge = +1

```
22
C2H15N2O3, DFT ωB97M-V with the def2-TZVPD basis set
N -0.00256 2.48490 0.56268
C 0.54289 1.42469 -0.42901
C 1.74518 0.76595 0.16939
N 1.94713 -0.58301 -0.43474
H 0.73077 2.74642 1.23530
H -0.51053 3.24152 0.10614
H -0.62703 1.93661 1.17253
H -0.25616 0.77509 -0.76927
H 0.68452 2.03672 -1.33367
H 2.64493 1.34697 -0.09373
H 1.86953 0.59890 1.22527
H 2.64744 -0.52934 -1.16536
H 2.32148 -1.22222 0.25482
H -1.82983 -0.29014 -2.22989
H -1.77516 -1.50226 -1.27083
O -2.34680 -0.99626 -1.84741
H -0.43162 -0.84988 1.76076
H -1.82656 -0.26553 1.73519
O -0.89065 0.00212 1.74828
H -0.82658 -3.22301 -0.46988
H 0.10605 -1.99329 -0.26560
O -0.46950 -2.61250 0.19419
```